Entry from the Open Molecules 2025 dataset: one molecule with the formula C5H12O (ωB97M-V/def2-TZVPD).

Results
energy relative to the best compared isomer or geometry (same formula, charge and spin)	127.3	kJ/mol
molecular weight	88.150	Da
net charge	0
E	-7425.992	eV
orbital gap	11.15	eV
SMILES string	CC(C)CCO
HOMO	-10.144	eV

XYZ file:
```
18
Properties=species:S:1:pos:R:3:forces:R:3
C 1.3993 -1.1453 -0.8413 1.3 1.7 0.3
C 0.5091 -0.2856 0.0787 -1.1 -0.3 0.1
C 1.2131 0.3464 1.2428 1.8 1.6 1.0
C -0.3606 0.7466 -0.6842 -2.1 -2.5 -1.9
C -1.7617 0.6293 -0.0756 -0.7 -0.4 -0.7
O -2.2614 -0.7710 -0.0103 0.4 1.8 0.5
H 1.0326 -2.0906 -1.1981 -0.7 -0.3 0.1
H 2.3012 -1.3315 -0.2407 0.1 -0.2 -0.6
H 1.6615 -0.5421 -1.7403 0.2 -0.4 0.6
H -0.1748 -1.0055 0.5528 -0.2 0.4 -0.5
H 2.1592 0.7723 0.8876 0.3 -0.3 0.0
H 0.8193 1.2812 1.7272 -0.7 -1.0 -0.6
H 1.4506 -0.3190 2.0884 -0.1 0.0 -0.5
H -0.5293 0.3033 -1.7611 0.5 1.0 1.7
H -0.1608 1.8302 -0.8060 0.7 -0.7 0.4
H -2.4862 1.1275 -0.7161 0.0 0.5 0.0
H -1.7974 1.0875 0.9119 0.0 -0.1 0.2
H -3.0136 -0.6338 0.5844 0.1 -0.6 -0.3
```
Forces are in eV/Å.

---

Entry from the Open Molecules 2025 dataset: a 2-piece molecular cluster, C3H7N overall (ωB97M-V/def2-TZVPD).

Results
energy relative to the best compared isomer or geometry (same formula, charge and spin)	337.6	kJ/mol
molecular weight	57.096	Da
net charge	0
E	-4710.658	eV
orbital gap	8.84	eV
SMILES string	C=C.C=N
HOMO	-8.605	eV

XYZ file:
```
11
Properties=species:S:1:pos:R:3:forces:R:3
C 3.9565 0.2567 -0.8200 -1.0 -0.9 1.3
C 4.3865 -0.1639 0.3781 0.6 1.4 -0.6
H 3.1410 0.9795 -0.7646 0.4 0.2 -0.5
H 4.1045 -0.2607 -1.7531 0.3 0.0 -0.1
H 4.1327 0.5049 1.2059 -0.1 -0.7 0.1
H 5.1673 -0.8987 0.5589 -0.3 -0.1 -0.2
C -4.7256 0.1366 0.5727 -2.5 0.7 -1.9
N -4.6942 -0.7703 -0.3099 -0.8 -1.6 2.9
H -4.9965 1.1564 0.2550 0.0 0.3 0.2
H -5.0107 -0.0137 1.6248 2.1 -0.5 0.4
H -5.4615 -0.9266 -0.9480 1.2 1.1 -1.6
```
Forces are in eV/Å.

---

Entry from the Open Molecules 2025 dataset: C12H8N4OsS4SbSe4 as an isolated structure (ωB97M-V/def2-TZVPD).

Results
energy relative to the best compared isomer or geometry (same formula, charge and spin)	0.0	kJ/mol
molecular weight	964.322	Da
net charge	-1
E	-332270.642	eV
orbital gap	6.24	eV
HOMO	-4.706	eV

XYZ file:
```
34
Properties=species:S:1:pos:R:3:forces:R:3
Os 0.1671 0.2121 0.6555 -0.4 0.2 -0.2
S 2.3667 -0.4246 0.6884 0.2 -0.1 -0.2
C 2.7206 -0.7769 2.3399 -0.2 0.1 0.0
C 4.0213 -1.2924 2.6375 0.0 0.0 0.0
N 5.0701 -1.7149 2.8520 0.0 0.0 0.0
C 1.8001 -0.5412 3.3161 -0.1 0.1 -0.2
S 0.2204 0.1180 2.9034 0.2 -0.2 0.4
C 2.0896 -0.7848 4.6909 0.0 0.0 0.1
N 2.3052 -0.9844 5.8049 0.0 0.0 0.0
C -1.0384 -2.9170 1.2398 0.0 0.0 0.0
C -0.9493 -2.4638 -0.1712 0.0 0.0 -0.1
N -0.5089 -1.2904 -0.5502 0.1 -0.1 0.2
C -0.5237 -1.1339 -1.9231 0.0 0.2 -0.2
C -0.9873 -2.2030 -2.6066 0.1 -0.1 0.1
S -1.3997 -3.4457 -1.4983 -0.1 0.1 -0.1
C -0.0437 0.1683 -2.3600 0.0 -0.1 0.0
C 0.1075 0.7003 -3.5941 0.0 0.0 0.1
S 0.7368 2.2828 -3.4554 0.0 0.0 0.0
C 0.7579 2.1602 -1.7460 0.0 0.0 0.0
N 0.3393 0.9997 -1.3191 -0.1 -0.1 -0.1
C 1.1471 3.2899 -0.8644 0.0 0.0 0.0
H -1.3789 -2.0905 1.8627 0.0 0.0 0.0
H -0.0481 -3.2043 1.5994 0.0 0.0 0.0
H -1.7163 -3.7644 1.3339 0.0 0.0 0.0
H -1.1173 -2.3121 -3.6691 0.0 0.0 0.0
H -0.1272 0.2581 -4.5469 0.0 0.0 0.0
H 2.1371 3.6699 -1.1177 0.0 0.0 0.0
H 1.1501 2.9377 0.1654 0.0 0.0 0.0
H 0.4146 4.0923 -0.9683 0.0 0.0 0.0
Se -5.4749 3.3795 0.8288 0.0 0.0 0.0
Sb -3.6888 2.5328 -0.4751 0.0 -0.1 -0.1
Se -2.2118 0.9326 0.9250 0.4 0.1 0.7
Se -3.6932 -0.0394 -0.6839 -0.2 -0.1 -0.3
Se -2.6440 3.6494 -2.2940 0.1 0.0 -0.1
```
Forces are in eV/Å.

---

Max |F| in hartree/bohr, matching the order above: 0.07245, 0.06656, 0.01528